1.
The following is a quantum chemistry calculation of C34H101O17Sn as an isolated structure, from the OMol25 dataset.

Charge: +1
Largest force on an atom (eV Å⁻¹): 3.6
Gap between HOMO and LUMO (Eh): 0.1751
HOMO (eV): -11.02

Each line ends with the Mulliken charge.
Geometry (Å):
1 Sn 12.99 12.65 -18.76  1.427
2 C 15.85 11.96 -23.46  -0.805
3 C 14.38 11.82 -23.02  1.168
4 O 14.14 12.01 -21.66  -0.418
5 H 16.25 12.93 -23.16  0.285
6 H 15.88 11.91 -24.55  0.305
7 H 16.52 11.14 -23.21  -0.449
8 H 14.07 10.84 -23.41  -0.390
9 H 13.84 12.58 -23.57  -0.083
10 C 17.07 8.57 -22.68  0.622
11 C 18.03 7.42 -22.13  -0.516
12 O 18.70 6.78 -23.11  -0.546
13 H 16.12 8.09 -22.92  -0.243
14 H 17.43 9.12 -23.55  0.432
15 H 16.97 9.26 -21.84  -0.561
16 H 17.44 6.65 -21.63  0.335
17 H 18.65 7.91 -21.38  0.155
18 H 18.99 5.93 -22.76  0.354
19 C 13.15 6.94 -21.13  -1.433
20 C 13.27 8.39 -21.42  1.946
21 O 12.06 8.99 -21.21  -0.810
22 H 12.52 6.52 -21.91  0.300
23 H 12.73 6.72 -20.15  0.264
24 H 14.06 6.34 -21.15  0.323
25 H 13.53 8.50 -22.47  -0.386
26 H 14.04 8.85 -20.81  -0.429
27 H 12.22 9.91 -21.46  0.264
28 C 17.15 15.21 -19.83  -0.587
29 C 16.46 15.57 -18.49  -0.355
30 O 15.08 15.58 -18.71  -0.386
31 H 16.93 15.97 -20.58  0.263
32 H 16.75 14.26 -20.17  -0.144
33 H 18.22 15.16 -19.64  0.395
34 H 16.67 16.56 -18.08  0.348
35 H 16.53 14.78 -17.74  0.295
36 H 14.67 15.86 -17.89  0.264
37 C 17.66 9.88 -18.86  -1.443
38 C 16.82 10.91 -19.65  0.285
39 O 15.45 10.50 -19.70  0.086
40 H 17.17 9.79 -17.89  0.366
41 H 18.67 10.25 -18.73  0.400
42 H 17.89 8.94 -19.36  0.198
43 H 17.34 11.00 -20.61  -0.014
44 H 16.85 11.86 -19.12  0.194
45 H 15.00 10.91 -20.44  -0.200
46 C 22.96 16.08 -23.84  -1.302
47 C 22.11 14.92 -24.26  0.108
48 O 20.86 15.28 -23.78  -0.467
49 H 22.81 16.88 -24.56  0.309
50 H 23.99 15.73 -23.95  0.390
51 H 22.81 16.36 -22.79  0.292
52 H 22.54 14.03 -23.79  0.149
53 H 22.04 14.78 -25.34  0.262
54 H 20.22 14.81 -24.32  0.243
55 C 19.38 12.90 -26.96  -1.281
56 C 18.66 13.29 -25.69  0.659
57 O 18.66 14.69 -25.63  -0.553
58 H 19.15 11.83 -26.97  0.365
59 H 20.47 12.98 -26.96  0.321
60 H 18.92 13.34 -27.84  0.252
61 H 19.09 12.77 -24.84  0.250
62 H 17.60 13.10 -25.88  -0.170
63 H 17.93 15.14 -25.20  0.151
64 C 9.78 10.28 -26.04  -0.856
65 C 10.99 9.34 -26.33  -0.100
66 O 12.12 10.10 -26.62  -0.328
67 H 9.67 10.75 -27.02  0.269
68 H 10.13 11.02 -25.32  -0.023
69 H 9.05 9.62 -25.56  0.435
70 H 10.72 8.73 -27.19  0.438
71 H 11.14 8.64 -25.51  0.038
72 H 12.20 10.68 -25.86  0.103
73 C 15.82 9.81 -27.43  -0.174
74 C 15.66 9.19 -28.86  -0.452
75 O 16.37 9.90 -29.82  -0.501
76 H 16.84 9.94 -27.08  0.399
77 H 15.21 9.34 -26.66  -0.161
78 H 15.55 10.86 -27.46  0.037
79 H 14.57 9.25 -28.94  0.234
80 H 15.79 8.11 -28.88  0.349
81 H 16.10 9.51 -30.66  0.312
82 C 14.21 7.17 -25.34  -0.180
83 C 12.98 6.27 -25.30  -0.206
84 O 13.24 5.01 -25.80  -0.585
85 H 15.11 6.77 -24.86  0.441
86 H 13.91 8.15 -24.98  -0.402
87 H 14.62 7.23 -26.35  0.329
88 H 12.11 6.63 -25.84  0.163
89 H 12.56 6.24 -24.30  0.085
90 H 13.66 5.10 -26.66  0.341
91 C 21.04 12.05 -21.11  -1.180
92 C 21.18 10.69 -21.69  0.342
93 O 21.95 9.87 -20.84  -0.562
94 H 20.03 12.46 -21.12  0.156
95 H 21.67 12.85 -21.49  0.310
96 H 21.22 11.93 -20.04  0.463
97 H 21.70 10.61 -22.65  0.286
98 H 20.18 10.37 -21.95  -0.127
99 H 22.65 10.41 -20.46  0.306
100 C 13.01 16.77 -22.33  -0.653
101 C 13.23 15.79 -21.16  -0.149
102 O 12.53 14.59 -21.53  -0.250
103 H 13.38 16.17 -23.16  -0.174
104 H 13.50 17.73 -22.19  0.391
105 H 11.96 16.94 -22.57  0.324
106 H 12.84 16.08 -20.19  0.265
107 H 14.30 15.61 -21.08  0.050
108 H 13.18 13.99 -21.90  0.015
109 C 15.92 14.73 -28.08  -1.161
110 C 14.86 15.26 -27.01  0.121
111 O 15.23 14.91 -25.68  0.036
112 H 16.11 13.66 -28.05  0.117
113 H 16.85 15.30 -28.00  0.285
114 H 15.57 14.99 -29.08  0.477
115 H 13.96 14.73 -27.32  -0.036
116 H 14.79 16.31 -27.30  0.382
117 H 14.67 15.43 -25.09  -0.211
118 C 15.94 17.88 -24.08  -0.350
119 C 16.75 19.03 -24.63  -0.674
120 O 17.33 18.60 -25.82  -0.463
121 H 15.40 18.25 -23.21  0.270
122 H 16.52 17.03 -23.72  0.190
123 H 15.16 17.58 -24.78  0.086
124 H 17.48 19.35 -23.89  0.281
125 H 16.17 19.93 -24.77  0.395
126 H 17.21 19.31 -26.45  0.284
127 C 9.15 13.53 -21.97  -0.761
128 C 9.72 12.10 -21.64  -0.294
129 O 11.03 12.14 -21.06  -0.080
130 H 9.41 14.21 -21.16  0.177
131 H 8.07 13.61 -22.04  0.440
132 H 9.49 13.99 -22.90  0.023
133 H 9.72 11.43 -22.50  0.245
134 H 9.14 11.69 -20.81  0.297
135 H 11.62 12.20 -21.81  -0.161
136 C 11.13 14.06 -26.94  -1.144
137 C 11.47 14.80 -25.65  1.369
138 O 11.19 16.21 -25.84  -0.614
139 H 11.04 12.98 -26.87  0.115
140 H 11.78 14.37 -27.76  0.334
141 H 10.16 14.44 -27.27  0.404
142 H 12.44 14.67 -25.18  -0.491
143 H 10.81 14.50 -24.83  -0.308
144 H 11.70 16.62 -26.54  0.326
145 C 12.90 9.21 -16.36  -1.368
146 C 12.78 8.81 -17.88  0.001
147 O 12.10 9.73 -18.67  -0.308
148 H 13.47 10.11 -16.15  0.298
149 H 13.44 8.42 -15.83  0.360
150 H 11.91 9.41 -15.96  0.364
151 H 12.24 7.88 -18.04  0.354
152 H 13.79 8.59 -18.24  0.158
153 H 11.76 9.26 -19.43  0.363

=====

2.
The following is a quantum chemistry calculation of C34H16F18FeGeN7S4 as an isolated structure, from the OMol25 dataset.

Charge: +2
<S²>: 1.043
Largest force on an atom (eV Å⁻¹): 0.7
Gap between HOMO and LUMO (alpha / beta) (Eh): 0.2320 / 0.2460
Spin multiplicity: 2
HOMO (alpha / beta) (eV): -13.41 / -13.42

Each line ends with the Mulliken charge.
Geometry (Å):
1 Fe 2.13 0.58 -0.72  -0.870
2 N 4.87 -1.71 0.48  -0.226
3 C 4.96 -0.37 0.53  0.561
4 N 4.09 0.52 0.06  0.426
5 C 4.52 1.81 0.37  -0.442
6 C 5.67 1.90 1.06  -0.339
7 S 6.30 0.33 1.35  -0.168
8 C 3.71 2.90 -0.13  -0.064
9 C 3.91 4.21 0.01  -0.370
10 S 2.68 5.10 -0.81  -0.178
11 C 1.94 3.62 -1.30  0.637
12 N 2.57 2.52 -0.85  0.237
13 N 0.87 3.65 -2.09  -0.151
14 H 4.23 -2.13 -0.18  -0.042
15 H 5.67 -2.25 0.76  0.273
16 H 6.19 2.78 1.39  0.470
17 H 4.71 4.72 0.52  0.470
18 H 0.45 4.53 -2.33  0.258
19 H 0.40 2.79 -2.34  -0.010
20 F -0.42 -0.51 5.46  -0.189
21 C 0.71 0.20 5.32  0.575
22 F 1.68 -0.43 5.99  -0.255
23 F 0.51 1.40 5.87  -0.269
24 C 1.06 0.32 3.85  0.448
25 C 0.86 1.50 3.16  -1.111
26 C 1.18 1.54 1.81  -0.437
27 N 1.67 0.47 1.17  1.410
28 C 1.87 -0.67 1.84  -0.656
29 C 1.58 -0.78 3.19  -0.888
30 H 0.47 2.38 3.65  0.610
31 H 1.04 2.43 1.23  0.311
32 H 2.28 -1.50 1.28  0.493
33 H 1.76 -1.72 3.70  0.641
34 F -4.79 0.84 -0.22  -0.403
35 C -4.12 1.97 0.08  0.581
36 C -2.74 1.96 -0.01  -0.192
37 C -2.11 3.15 0.29  -0.281
38 F -0.77 3.26 0.27  0.016
39 C -2.81 4.29 0.65  0.092
40 F -2.15 5.42 0.93  -0.283
41 C -4.19 4.26 0.73  0.667
42 F -4.86 5.33 1.08  -0.268
43 C -4.86 3.08 0.44  0.205
44 F -6.18 3.03 0.50  -0.270
45 Ge -1.89 0.27 -0.53  1.098
46 S 0.08 0.78 -1.46  -0.154
47 C -2.84 -0.52 -2.03  -0.198
48 C -2.75 -1.88 -2.27  -0.015
49 F -2.00 -2.64 -1.46  -0.318
50 C -3.42 -2.50 -3.31  -0.195
51 F -3.31 -3.81 -3.50  -0.321
52 C -4.22 -1.74 -4.15  0.776
53 F -4.86 -2.31 -5.15  -0.279
54 C -4.31 -0.37 -3.96  0.116
55 F -5.05 0.37 -4.77  -0.267
56 C -3.62 0.22 -2.91  0.816
57 F -3.71 1.55 -2.79  -0.317
58 C -1.80 -0.93 1.03  -0.342
59 C -0.87 -1.95 1.09  -0.073
60 F -0.01 -2.14 0.07  -0.159
61 C -0.77 -2.82 2.15  -0.264
62 F 0.17 -3.78 2.15  -0.384
63 C -1.62 -2.68 3.24  0.866
64 F -1.52 -3.50 4.26  -0.333
65 C -2.56 -1.66 3.23  0.166
66 F -3.37 -1.50 4.26  -0.327
67 C -2.63 -0.80 2.14  1.129
68 F -3.54 0.16 2.21  -0.240
69 C 1.70 -4.43 -1.41  -0.889
70 N 1.18 -3.53 -2.44  0.194
71 C 0.28 -3.92 -3.41  -0.265
72 C 0.04 -2.84 -4.19  -0.799
73 N 0.81 -1.82 -3.69  0.341
74 C 1.50 -2.24 -2.61  -0.029
75 S 2.72 -1.32 -1.80  -0.592
76 H 1.82 -5.41 -1.84  0.395
77 H 1.01 -4.47 -0.57  0.313
78 H 2.67 -4.07 -1.07  0.261
79 H -0.11 -4.92 -3.45  0.507
80 H -0.58 -2.73 -5.06  0.463
81 H 0.85 -0.87 -4.03  0.299